Formula: C3H6N2O
Source: the Open Molecules 2025 dataset
Level of theory: ωB97M-V/def2-TZVPD

Last column: natural (NBO) charge in e.
Cartesian coordinates (Å):
C1 0.432 -1.773 -0.835  -0.42
N1 -0.007 -0.686 -0.024  -0.48
C2 0.691 0.343 0.192  0.28
N2 0.058 1.437 0.781  -0.65
C3 -1.335 1.403 0.742  0.52
O1 -2.064 2.299 1.087  -0.57
H1 -0.149 -1.751 -1.768  0.21
H2 1.503 -1.745 -1.078  0.17
H3 0.182 -2.710 -0.329  0.21
H4 1.749 0.471 -0.074  0.16
H5 0.548 2.301 0.964  0.41
H6 -1.608 0.411 0.342  0.17

For the energy relative to the best compared isomer or geometry (same formula, charge and spin), the calculation gives 126.6 kJ/mol. The calculation puts the largest force on an atom at 0.83 eV/A. The multiplicity is 1. The calculation puts the electronic energy at -8235.38680 eV. Its LUMO energy is 0.86 eV.